The following is a quantum chemistry calculation of a structure of composition C20H43N2OP3Pt, from the OMol25 dataset.

Geometry as XYZ:
```
70
Properties=species:S:1:pos:R:3:forces:R:3:lowdin_charge:R:1
Pt -0.65738 0.22785 -0.28286 -1.1 -0.4 0.6 0.562
P -0.46853 -2.14672 -0.28007 0.6 -2.1 0.2 0.735
P 0.27141 2.17874 0.53430 1.8 0.7 0.9 0.691
P -2.15733 0.62823 -1.95705 -0.2 -0.4 -1.0 0.685
O 2.15361 0.20635 -0.99166 1.4 0.4 -1.5 -0.038
N -1.80254 -0.66384 4.45272 0.2 -0.5 1.0 -0.038
N -0.49952 -0.40698 2.36441 0.0 -0.1 0.1 0.246
C -1.92368 -2.72785 0.64312 -0.3 0.3 0.5 -0.246
C 2.63402 0.29912 -4.65429 -1.3 -1.4 0.7 0.028
C 0.72045 -3.41031 0.37642 0.7 0.4 0.3 -0.191
C -1.32466 0.03260 5.67057 0.3 0.4 0.4 0.076
C 3.93530 1.10047 -2.30017 0.5 0.7 -0.6 0.064
C 0.88423 3.42805 -0.65877 -0.5 -0.3 0.1 -0.178
C 3.05016 -1.21795 1.88916 0.6 2.1 1.4 -0.041
C 2.75407 0.34876 -2.21584 -1.2 -0.5 0.7 -0.216
C 2.58634 -1.48169 3.11676 -0.3 1.1 -0.1 -0.015
C -1.14234 2.86076 1.42725 -0.3 0.0 -0.1 -0.220
C -0.66673 -2.89364 -1.92187 -0.1 0.4 -0.3 -0.231
C 3.67310 1.24355 -4.71353 -0.1 0.4 -0.5 0.077
C 1.68023 2.06601 1.71225 -0.1 -0.4 0.0 -0.204
C -1.49594 -0.04833 -3.51096 -0.2 -0.3 0.0 -0.214
C -1.14253 -0.55404 3.32220 0.0 0.1 0.5 -0.160
C -2.40951 2.40182 -2.19453 -0.1 -0.5 0.0 -0.202
C 4.30001 1.62542 -3.51938 0.9 -0.1 1.1 0.027
C 2.19758 -0.19055 -3.41235 -0.4 0.3 -1.7 0.053
C -2.97846 -1.54060 4.57873 -0.2 -0.3 0.1 0.071
C -3.68588 -0.26648 -1.52437 0.1 0.2 0.1 -0.212
H -1.80279 -0.38395 6.57171 0.1 0.1 -0.6 0.132
H 0.61991 -4.32864 -0.21876 -0.1 0.4 0.1 0.077
H -4.55339 0.21328 -1.98281 0.0 -0.1 -0.1 0.078
H 1.40208 -0.95091 -3.38270 0.5 0.6 0.1 0.102
H 4.47903 1.31860 -1.40324 0.2 0.3 0.3 0.144
H -3.33933 2.58263 -2.72788 -0.1 0.1 -0.2 0.085
H -2.61670 -1.93792 0.90972 -0.3 0.1 -0.2 0.020
H 0.02986 4.07785 -0.87429 0.3 0.1 -0.2 0.063
H 2.18904 3.03667 1.79308 -0.3 -0.1 0.0 0.078
H -1.72376 2.06277 1.91301 0.2 0.4 -0.1 0.035
H 1.95911 -2.33062 3.30816 -0.3 -0.4 0.0 0.043
H 2.67178 -0.77543 3.96364 0.8 -0.7 -0.5 0.078
H -0.22629 0.00950 5.77824 -0.4 -0.3 -0.3 0.135
H -1.63244 -2.65929 -2.36484 0.0 0.0 -0.1 0.048
H 2.68013 -1.59068 1.00687 -0.6 -1.9 -1.6 -0.022
H 2.16515 -0.05179 -5.59117 0.3 0.1 0.7 0.151
H 1.22790 0.60935 -0.91972 0.6 -0.9 -0.6 -0.044
H 5.14302 2.29613 -3.55839 0.1 0.1 0.0 0.145
H -3.79229 -0.21433 -0.43707 -0.2 -0.1 -0.2 0.037
H -1.55758 2.79040 -2.74867 0.0 0.1 -0.1 0.063
H -1.78220 3.37187 0.69890 0.0 0.1 0.4 0.047
H -1.15341 0.74211 -4.16010 0.0 0.4 -0.2 0.061
H 0.49324 -3.66141 1.41423 0.0 0.2 -0.1 0.056
H -1.58710 1.09584 5.58712 -0.2 0.0 0.0 0.139
H -2.21822 -0.66500 -4.05868 0.0 0.2 0.1 0.087
H -0.57547 -3.97762 -1.81025 -0.1 0.2 -0.1 0.078
H 1.76591 -3.11173 0.33574 -0.1 0.0 -0.1 0.035
H 1.24930 2.97189 -1.58957 0.0 0.2 0.3 0.053
H -3.61102 -1.32000 -1.84181 -0.1 0.5 0.1 0.063
H 3.72035 -0.39134 1.61215 -0.1 -0.2 0.9 0.072
H -0.63018 -0.65841 -3.27219 -0.1 -0.1 -0.1 -0.023
H -0.76070 3.56758 2.17395 -0.2 0.0 -0.1 0.088
H -3.83531 -0.99929 4.16000 0.0 -0.1 0.0 0.141
H -1.57608 -3.17707 1.57678 0.0 0.0 -0.2 0.045
H -3.15465 -1.72613 5.64298 0.0 0.1 -0.3 0.126
H 2.41222 1.33751 1.34634 -0.2 0.2 0.0 0.020
H -2.83788 -2.49732 4.05247 0.1 0.4 0.0 0.128
H 1.34992 1.72874 2.70124 0.0 0.1 -0.2 0.049
H 3.99632 1.67905 -5.67024 -0.1 -0.3 0.4 0.163
H 0.13452 -2.54341 -2.57241 0.0 -0.2 -0.1 0.040
H 1.68204 3.98646 -0.14560 -0.3 -0.1 -0.4 0.077
H -2.45371 2.86388 -1.22497 -0.2 0.4 0.3 0.017
H -2.43585 -3.48854 0.05882 -0.1 -0.1 0.0 0.081
```
Forces are in eV/Å.

Output
total energy: -57532.688 eV
⟨S²⟩: 6.042
net charge: +4
ΔE to the lowest compared entry with this formula, charge and spin: 77.6 kcal/mol
2S+1: 5
orbital gap (spin up / spin down): 8.2237 / 3.8078 eV